## P
{"formula": "C5H6N2S", "method": "ωB97M-V with the def2-TZVPD basis set", "symbols": ["C", "C", "S", "N", "C", "C", "N", "C", "H", "H", "H", "H", "H", "H"], "xyz": [[0.11625, -1.18794, 1.70726], [-0.05024, 0.23441, 1.38551], [0.10406, 1.55424, 2.38926], [-0.13565, 0.40852, -0.02402], [0.34325, -0.49334, -1.24940], [0.07544, 0.22890, -2.36110], [-0.47490, 1.42601, -2.00955], [-0.56691, 1.50097, -0.73160], [0.62766, -1.61990, 0.90829], [-0.97751, -1.64634, 1.87141], [0.66858, -1.31702, 2.60201], [0.97193, -1.38212, -0.99486], [0.39060, 0.00073, -3.34222], [-1.09254, 2.29288, -0.15099]], "nbo_charge": [-0.673, 0.142, -0.023, -0.451, -0.096, -0.068, -0.460, 0.252, 0.222, 0.252, 0.245, 0.222, 0.222, 0.216], "gap_ev": 8.48, "homo_energy_ha": -0.33402, "spin_multiplicity": 1, "lumo_energy_ev": -0.61, "smiles": "CC(=S)n1ccnc1"}

## Q
{"formula": "C5H6N2S", "method": "ωB97M-V with the def2-TZVPD basis set", "symbols": ["C", "C", "C", "C", "C", "N", "N", "S", "H", "H", "H", "H", "H", "H"], "xyz": [[-2.79623, -1.19944, -0.05362], [-0.73737, -0.47170, -0.14611], [-1.38510, 0.84413, -0.10541], [0.61624, -0.71261, 0.14315], [1.48769, 0.39282, -0.13646], [-1.57477, -1.52876, -0.19008], [-0.59040, 1.87011, -0.22541], [-3.21282, 0.53933, 0.18531], [-3.47095, -1.86964, -0.37395], [0.76285, -1.20326, 1.17421], [0.84348, -1.50518, -0.48243], [2.22197, 0.76501, 0.60963], [1.25107, 1.12361, -1.03367], [-0.81526, 2.73203, 0.19240]], "nbo_charge": [-0.047, 0.159, 0.087, -0.570, -0.271, -0.418, -0.629, 0.213, 0.194, 0.239, 0.277, 0.184, 0.224, 0.358], "gap_ev": [6.47, 8.41], "homo_energy_ha": [-0.27609, -0.28756], "spin_multiplicity": 1, "lumo_energy_ev": [-1.04, 0.58]}

## R
{"formula": "C5H6N2S", "method": "ωB97M-V with the def2-TZVPD basis set", "symbols": ["N", "N", "C", "C", "C", "C", "S", "C", "H", "H", "H", "H", "H", "H"], "xyz": [[-1.19858, 0.88296, -2.21560], [-0.60601, 1.33825, -1.09170], [-0.10403, 0.48832, -0.26753], [-0.06020, -1.01596, -0.33743], [0.51152, -1.49733, 0.78425], [0.90721, -0.41506, 1.65792], [2.34752, 0.53341, 1.16766], [0.56925, 0.86634, 1.00734], [-1.77963, 1.61762, -2.64078], [-1.66284, -0.03081, -2.03628], [-0.44759, -1.54930, -1.18663], [0.73605, -2.50331, 0.99936], [0.65157, -0.55304, 2.71064], [0.13577, 1.83793, 1.44877]], "nbo_charge": [-0.630, -0.208, 0.125, -0.252, -0.156, -0.361, 0.151, -0.327, 0.376, 0.345, 0.214, 0.220, 0.239, 0.264], "gap_ev": 8.63, "homo_energy_ha": -0.30610, "spin_multiplicity": 1, "lumo_energy_ev": 0.30, "smiles": "N/N=C1\\C=C[C@H]2S[C@@H]12"}

## S
{"formula": "C5H6N2S", "method": "ωB97M-V with the def2-TZVPD basis set", "symbols": ["C", "C", "C", "C", "C", "H", "H", "H", "H", "H", "H", "N", "N", "S"], "xyz": [[-0.84964, 0.69866, 1.59910], [-0.79820, -0.21093, 0.66608], [0.06805, -0.32482, -0.41703], [-0.32184, -1.45015, -1.27732], [-0.89158, -2.54521, -1.67358], [0.53548, 1.75565, 2.98332], [0.83117, 1.91698, 0.94349], [-1.56047, 0.79455, 2.32686], [-1.50868, -0.96723, 0.70073], [3.23230, 0.79420, -1.99118], [-1.16487, -3.22658, -2.39960], [-0.49040, 2.20673, 1.18701], [1.04454, 0.51357, -0.52600], [1.87413, 0.04459, -2.12189]], "nbo_charge": [0.028, -0.341, 0.117, -0.070, -0.145, 0.089, 0.418, 0.192, 0.233, 0.160, 0.233, -0.523, -0.475, 0.084], "gap_ev": 6.87, "homo_energy_ha": -0.31853, "spin_multiplicity": 1, "lumo_energy_ev": -1.80}

Tell me which of them is the most stable. Sure, it is P.

## P
{"formula": "C5H6N2S", "method": "ωB97M-V with the def2-TZVPD basis set", "symbols": ["C", "C", "C", "C", "C", "N", "N", "S", "H", "H", "H", "H", "H", "H"], "xyz": [[-1.42631, -0.87336, 0.51927], [-2.09623, 0.36499, 0.39812], [-0.11508, -0.57178, 0.26172], [1.21219, -1.21370, 0.15082], [1.14115, 1.30955, -0.28735], [-1.26808, 1.34354, 0.09393], [-0.07473, 0.77228, 0.01234], [2.39282, 0.20081, 0.13927], [-1.85476, -1.82412, 0.76024], [-3.14024, 0.56529, 0.53466], [1.45938, -1.88294, 0.97212], [1.32632, -1.74080, -0.80154], [1.14104, 1.18046, -2.47201], [1.30254, 2.36980, -0.28159]], "nbo_charge": [-0.326, -0.022, 0.137, -0.542, -0.162, -0.250, -0.210, 0.312, 0.234, 0.213, 0.250, 0.244, -0.131, 0.254], "gap_ev": [8.71, 7.14], "homo_energy_ha": [-0.32695, -0.27097], "spin_multiplicity": 1, "lumo_energy_ev": [-0.18, -0.24]}

## Q
{"formula": "C5H6N2S", "method": "ωB97M-V with the def2-TZVPD basis set", "symbols": ["C", "C", "C", "N", "C", "C", "S", "N", "H", "H", "H", "H", "H", "H"], "xyz": [[3.36977, -0.47687, 0.01792], [1.90845, -0.03544, -0.00162], [1.40944, 1.21856, -0.01892], [0.04939, 1.09113, -0.01323], [-0.20686, -0.25567, 0.00573], [-1.55792, -0.80209, 0.00047], [-2.93450, 0.05083, -0.00181], [0.89333, -0.95664, -0.01648], [3.63619, -1.09774, -0.87312], [3.94238, 0.43870, -0.01951], [3.56598, -1.06524, 0.88794], [1.87834, 2.17888, 0.05313], [-0.63227, 1.83448, 0.10502], [-1.57493, -1.93477, 0.06200]], "nbo_charge": [-0.627, 0.101, -0.076, -0.497, 0.223, -0.285, 0.022, -0.406, 0.225, 0.211, 0.225, 0.219, 0.436, 0.228], "gap_ev": 8.05, "homo_energy_ha": -0.32439, "spin_multiplicity": 1, "lumo_energy_ev": -0.78, "smiles": "Cc1c[nH]c(C=S)n1"}

Tell me which of them is the most stable. Sure, it is Q.